[1]
Entry from the Open Molecules 2025 dataset: a structure of composition C19H10FN7O5SSbSe4V (ωB97M-V/def2-TZVPD).

Each line ends with the Mulliken spin population.
Atoms and positions in Å:
V 0.2321 -0.3672 0.0543  1.55
S -4.4756 -4.9391 3.1605  0.00
N -4.7010 -3.8286 1.9976  0.00
C -3.5529 -3.1979 1.7946  0.00
C -3.3157 -2.1608 0.8469  0.01
C -4.2593 -1.6633 -0.0505  0.00
C -3.8871 -0.6907 -0.9584  0.00
C -2.5711 -0.2356 -0.9389  0.01
N -1.6916 -0.6736 -0.0807  -0.03
C -2.0079 -1.6156 0.8110  0.03
C -0.9842 -2.0350 1.7041  -0.01
N 0.2086 -1.3811 1.6496  -0.07
C 1.1955 -1.7917 2.4609  0.06
C 1.0847 -2.8781 3.3052  -0.02
C -0.1275 -3.5487 3.3866  0.04
C -1.1915 -3.1066 2.6026  -0.01
C -2.5028 -3.6764 2.6367  0.00
N -2.9037 -4.6519 3.4400  0.00
H -5.2668 -2.0510 -0.0217  0.00
H -4.5763 -0.2841 -1.6813  0.00
H -2.2160 0.5001 -1.6547  0.00
H 2.1272 -1.2146 2.4236  -0.01
H 1.9396 -3.1912 3.8821  0.00
H -0.2686 -4.4009 4.0305  0.00
Se 4.9546 2.7438 1.7616  -0.01
Sb 4.5296 0.8471 0.2775  0.05
Se 6.1048 -0.8242 1.1091  -0.16
Se 5.5389 1.5443 -1.8316  -0.07
Se 2.1975 0.1324 0.1114  -0.36
F -0.4741 -3.2141 -6.0475  0.00
C 0.2032 -3.4410 -4.9073  0.00
C 1.0108 -2.4879 -4.4001  0.00
N 1.7232 -2.6848 -3.2565  0.00
C 2.1877 -1.5532 -2.4858  0.01
C 0.9162 -1.1491 -1.7241  -0.05
O 0.3157 -0.1071 -2.0552  0.02
O 0.4695 -1.9708 -0.8841  -0.01
C 1.6538 -3.8855 -2.5523  0.00
O 2.2696 -4.0902 -1.5398  0.00
N 0.8277 -4.8288 -3.1199  0.00
C -0.0042 -4.7142 -4.2311  0.00
O -0.7858 -5.5873 -4.5185  0.00
H 1.1146 -1.5236 -4.8790  0.00
H 2.5354 -0.7316 -3.1208  0.00
H 2.9859 -1.9003 -1.8122  0.00
H 0.7623 -5.6965 -2.5972  0.00
O -2.2601 1.7613 1.9050  0.02
C -1.2452 1.5128 1.3794  0.03
N -0.2231 1.2582 0.8419  -0.02

Spin multiplicity ... 2
HOMO (spin up / spin down) ... -3.530 / -3.557 eV
Expectation value of S² ... 1.033
Strongest force on any atom ... 0.1048 Eh/bohr
Net charge ... -1

[2]
Entry from the Open Molecules 2025 dataset: a structure of composition C19H11AuF9I2N5O2 (ωB97M-V/def2-TZVPD).

Each line ends with the Mulliken spin population.
Atoms and positions in Å:
Au 0.3294 0.9027 -1.3231  0.71
I -4.3842 -2.7132 3.0117  0.05
C -3.5993 -1.9715 1.2490  0.30
C -4.3045 -0.9913 0.5439  -0.08
C -3.7581 -0.4699 -0.5973  0.20
I -4.7703 0.9306 -1.7246  0.03
C -2.4350 -0.8759 -1.0630  0.12
O -1.8852 -0.3072 -2.0144  0.30
C -1.7951 -1.9817 -0.3511  0.10
C -0.5608 -2.6123 -0.9409  0.01
N 0.6257 -1.7663 -0.8949  0.01
C 1.2446 -1.6403 0.4115  0.01
C 2.4194 -0.6936 0.3505  0.00
C 3.5943 -0.9505 1.0415  0.01
C 4.6464 -0.0558 0.9541  -0.01
C 4.5157 1.0707 0.1579  0.01
C 3.3221 1.2662 -0.5077  -0.01
N 2.3090 0.4080 -0.3955  0.14
C -2.3709 -2.4798 0.7773  -0.06
H -5.2658 -0.6487 0.8996  0.00
H -0.7620 -2.8202 -1.9934  0.01
H -0.3956 -3.5753 -0.4380  0.00
H 1.2949 -2.0815 -1.5876  0.00
H 1.5927 -2.5981 0.8215  0.00
H 0.5019 -1.2281 1.1018  -0.01
H 3.6743 -1.8506 1.6357  0.00
H 5.5660 -0.2435 1.4923  0.00
H 5.3176 1.7862 0.0494  0.00
H 3.1559 2.1223 -1.1476  0.00
H -1.8914 -3.2891 1.3143  0.00
N 1.1411 0.9462 -3.1710  0.04
C 0.9477 0.3376 -4.1624  0.02
N 0.7363 -0.2358 -5.2697  0.02
C 1.2362 -1.4661 -5.4229  0.00
N 1.6374 -2.5342 -5.6023  0.01
F -1.4119 3.1655 -0.6181  0.00
C -1.7155 3.0037 0.6772  0.01
F -1.6542 4.2061 1.2581  0.00
F -2.9826 2.5815 0.7378  0.00
C -0.7571 1.9571 1.3326  -0.05
O -0.5785 0.8738 0.5368  0.05
C -1.4064 1.4464 2.6574  0.01
F -1.9119 2.4399 3.3966  0.00
F -2.3914 0.5847 2.4001  0.01
F -0.5006 0.7994 3.4040  0.00
C 0.5950 2.6553 1.6848  0.01
F 0.5007 3.5130 2.7030  0.00
F 1.5253 1.7498 2.0066  0.00
F 1.0585 3.3340 0.6188  0.00

Spin multiplicity ... 3
HOMO (spin up / spin down) ... -8.549 / -9.035 eV
Expectation value of S² ... 2.042
Strongest force on any atom ... 0.0048 Eh/bohr
Net charge ... 0

[3]
Entry from the Open Molecules 2025 dataset: a structure of composition C19H11MnN3O5S3 (ωB97M-V/def2-TZVPD).

Each line ends with the Mulliken spin population.
Atoms and positions in Å:
Mn 0.5893 0.5937 -0.1190  3.56
C -2.0045 0.2191 3.0401  0.00
C -0.8742 -0.1810 2.1457  0.00
O -0.9075 0.3807 1.0052  -0.05
C 0.1141 -1.1195 2.5395  0.02
C 0.0620 -1.6922 3.8404  -0.01
C 0.9183 -2.6846 4.2073  0.01
C 1.8516 -3.1637 3.2635  0.00
C 1.9336 -2.6403 2.0029  0.02
C 1.0930 -1.5776 1.6229  0.01
O 1.2518 -1.0693 0.4291  0.04
H -2.6984 0.8377 2.4803  0.00
H -1.5963 0.8019 3.8699  0.00
H -2.5193 -0.6481 3.4508  0.00
H -0.6626 -1.3229 4.5528  0.00
H 0.8836 -3.1028 5.2028  0.00
H 2.5270 -3.9627 3.5446  0.00
H 2.6561 -2.9955 1.2817  0.00
S -0.0645 -0.1078 -2.1867  -0.32
C -0.2966 1.5652 -2.6086  0.00
S -0.3610 2.4884 -1.1454  -0.29
C -0.4069 2.0364 -3.8708  0.03
C -0.5941 3.4408 -4.1024  0.01
N -0.7658 4.5657 -4.2672  0.01
C -0.3554 1.1320 -4.9844  0.00
N -0.3162 0.3651 -5.8404  0.00
O 2.3787 1.3783 -0.7293  -0.03
C 2.5860 1.8729 0.4148  -0.03
N 1.6591 1.6391 1.3425  0.02
S 2.1798 2.0610 2.8494  0.00
O 1.2226 2.9350 3.4543  0.00
O 2.6306 0.9051 3.5633  0.00
C 3.5914 2.9364 2.2240  0.00
C 4.4758 3.7331 2.9165  0.00
C 5.5198 4.2943 2.1852  0.00
C 5.6628 4.0580 0.8208  0.00
C 4.7581 3.2520 0.1375  0.00
C 3.7237 2.7003 0.8649  0.00
H 4.3642 3.9203 3.9756  0.00
H 6.2323 4.9335 2.6900  0.00
H 6.4834 4.5149 0.2846  0.00
H 4.8465 3.0666 -0.9244  0.00

Spin multiplicity ... 4
HOMO (spin up / spin down) ... -8.854 / -8.970 eV
Expectation value of S² ... 4.148
Strongest force on any atom ... 0.0105 Eh/bohr
Net charge ... 0

[4]
Entry from the Open Molecules 2025 dataset: a structure of composition C19H12Cl5NO5RuS5 (ωB97M-V/def2-TZVPD).

Each line ends with the Mulliken spin population.
Atoms and positions in Å:
Ru 0.2806 0.8076 0.2046  2.68
O 4.3414 -0.4240 5.4532  0.05
C 3.5875 -0.0331 4.6186  0.01
S 1.8178 -0.0283 4.7945  0.02
C 1.4484 0.6531 3.2337  0.11
C 2.5397 0.9488 2.4098  0.23
S 2.4317 1.6913 0.8815  0.30
S 4.1207 0.5833 3.0258  0.05
S -0.1663 0.9204 2.8237  0.49
Cl -2.5667 -1.6803 0.5682  0.01
C -2.8372 -0.0429 0.1383  0.00
C -1.7475 0.7860 -0.0699  -0.05
C -2.0148 2.1037 -0.3975  -0.06
Cl -0.5196 2.9967 -0.5976  0.02
C -3.2701 2.6570 -0.5113  -0.02
Cl -3.4790 4.3146 -0.8866  0.00
C -4.3569 1.7996 -0.3110  0.04
Cl -5.9490 2.4112 -0.4415  0.01
C -4.1384 0.4511 -0.0038  -0.01
Cl -5.4785 -0.5955 0.2080  0.00
C -2.7281 -6.9578 -2.6042  0.00
C -1.9169 -6.5918 -1.3918  0.00
C -0.6262 -7.0886 -1.2281  0.00
C 0.1274 -6.7555 -0.1133  0.00
C -0.4218 -5.9182 0.8446  0.00
C -1.7110 -5.4307 0.7177  0.00
C -2.4524 -5.7690 -0.4019  0.00
S 0.6078 -5.3571 2.1800  0.00
O -0.2054 -4.9988 3.3008  0.00
O 1.6799 -6.2948 2.3224  0.00
N 1.2522 -3.9413 1.6194  0.00
C 1.9986 -3.9282 0.3693  0.00
C 2.6764 -2.5747 0.1247  0.00
C 1.7336 -1.4091 -0.0931  -0.01
O 1.8854 -0.6290 -1.0468  0.08
O 0.7999 -1.1965 0.7617  0.05
H -2.0830 -7.2354 -3.4364  0.00
H -3.3630 -6.1287 -2.9151  0.00
H -3.3765 -7.8089 -2.3841  0.00
H -0.2061 -7.7444 -1.9813  0.00
H 1.1288 -7.1386 0.0341  0.00
H -2.1239 -4.8112 1.5033  0.00
H -3.4632 -5.3937 -0.5105  0.00
H 0.6431 -3.1408 1.7598  0.00
H 1.3764 -4.1858 -0.4982  0.00
H 2.7731 -4.6917 0.4556  0.00
H 3.3154 -2.6399 -0.7523  0.00
H 3.2946 -2.3391 0.9953  0.00

Spin multiplicity ... 5
HOMO (spin up / spin down) ... -8.294 / -9.299 eV
Expectation value of S² ... 6.030
Strongest force on any atom ... 0.0249 Eh/bohr
Net charge ... 0

[5]
Entry from the Open Molecules 2025 dataset: a structure of composition C19H12N3O7Ti (ωB97M-V/def2-TZVPD).

Each line ends with the Löwdin charge.
Atoms and positions in Å:
Ti 0.2890 0.1144 -0.4094  1.21
O 1.7100 3.7473 -0.5568  0.22
C 1.6736 2.6075 -0.2704  -0.41
O 0.4807 1.8781 -0.0890  -0.13
C 2.8360 1.6956 0.0369  -0.03
C 3.8654 2.0091 0.9072  0.12
C 4.6088 0.9678 1.4411  -0.09
C 4.2737 -0.3626 1.2802  0.12
C 3.2504 -0.6168 0.3967  -0.05
C 2.6793 0.3777 -0.3620  -0.27
O 1.8314 0.0752 -1.3846  -0.12
N 2.4960 -1.8903 0.4382  -0.24
O 1.2495 -1.7940 0.2465  -0.03
O 3.0172 -2.9017 0.7607  0.22
N 5.7185 1.2866 2.3739  -0.35
O 5.9680 2.4549 2.5450  0.12
O 6.3240 0.3522 2.8442  0.11
H 4.0548 3.0277 1.2214  0.15
H 4.7516 -1.1391 1.8620  0.15
N -0.9036 -0.4387 1.2480  0.03
C -2.3151 -0.0447 1.0832  -0.22
C -2.9358 0.5563 2.1620  -0.02
C -4.2885 0.8415 2.1017  -0.05
C -5.0004 0.5051 0.9598  -0.04
C -4.3525 -0.0780 -0.1172  0.00
C -2.9882 -0.3620 -0.0904  -0.12
C -2.3332 -0.8655 -1.3385  -0.17
C -3.0314 -1.7219 -2.1831  -0.02
C -2.5460 -2.0263 -3.4480  -0.03
C -1.3596 -1.4665 -3.9054  -0.05
C -0.6176 -0.6589 -3.0614  -0.07
C -1.0838 -0.3794 -1.7690  -0.15
H -0.5773 -0.0904 2.1491  0.13
H -0.8554 -1.4575 1.3181  0.13
H -2.3681 0.7936 3.0549  0.12
H -4.7782 1.3151 2.9419  0.12
H -6.0593 0.7166 0.8975  0.12
H -4.9073 -0.2795 -1.0244  0.12
H -3.9698 -2.1515 -1.8534  0.12
H -3.1111 -2.6926 -4.0876  0.12
H -1.0108 -1.6650 -4.9102  0.12
H 0.3149 -0.2391 -3.4098  0.11

HOMO ... -12.210 eV
Strongest force on any atom ... 0.0244 Eh/bohr
Net charge ... +1

[6]
Entry from the Open Molecules 2025 dataset: a structure of composition C19H13BrLuN3O4 (ωB97M-V/def2-TZVPD).

Each line ends with the Löwdin charge.
Atoms and positions in Å:
Lu -0.3031 -0.0248 0.4947  1.86
Br -0.8962 4.1455 -5.5994  0.87
C -1.3108 3.1242 -4.0917  -0.67
C -0.2860 2.5751 -3.3302  -0.09
C -0.6190 1.8234 -2.2207  -0.04
C -1.9442 1.6103 -1.8571  -0.26
C -2.9619 2.1641 -2.6264  0.01
C -2.6431 2.9181 -3.7399  -0.08
N -2.1402 0.8198 -0.6920  -0.04
C -3.2806 0.5281 -0.1950  -0.03
C -3.3935 -0.2975 1.0211  -0.24
C -4.6366 -0.6039 1.5329  0.03
C -4.7237 -1.3892 2.6803  0.02
C -3.5603 -1.8398 3.2737  0.01
C -2.3443 -1.4918 2.7045  -0.08
N -2.2490 -0.7377 1.6051  -0.05
H 0.7453 2.7368 -3.6086  0.12
H 0.1982 1.3933 -1.6342  0.08
H -4.0051 2.0211 -2.3793  0.12
H -3.4291 3.3506 -4.3426  0.12
H -4.2108 0.8711 -0.6413  0.14
H -5.5275 -0.2355 1.0425  0.14
H -5.6894 -1.6416 3.0972  0.14
H -3.5796 -2.4524 4.1635  0.13
H -1.4161 -1.8319 3.1481  0.13
O 1.1400 0.9530 1.5624  -0.18
C 2.3865 0.7052 1.6698  -0.09
C 3.0658 -0.3682 1.0648  -0.11
C 4.4594 -0.4524 1.3007  0.09
C 5.1640 -1.4719 0.7389  -0.10
C 4.5471 -2.4373 -0.0598  0.08
C 3.1884 -2.3794 -0.3012  0.04
C 2.4265 -1.3565 0.2491  -0.28
O 1.1153 -1.3019 0.0212  -0.25
N 6.6208 -1.5594 0.9835  -0.35
O 7.1029 -0.7030 1.6884  0.12
O 7.2001 -2.4852 0.4675  0.13
H 2.9656 1.3924 2.2893  0.16
H 4.9703 0.2779 1.9157  0.15
H 5.1562 -3.2268 -0.4807  0.14
H 2.6979 -3.1221 -0.9147  0.14

HOMO ... -14.396 eV
Strongest force on any atom ... 0.0344 Eh/bohr
Net charge ... +2

[7]
Entry from the Open Molecules 2025 dataset: a structure of composition C19H13Cl2FeO3STe (ωB97M-V/def2-TZVPD).

Each line ends with the Mulliken spin population.
Atoms and positions in Å:
Fe 0.4075 0.2823 -0.5824  3.79
Cl 5.9423 -0.0156 4.1421  0.00
C 4.7113 -0.2062 2.9208  0.01
C 4.9772 -1.0040 1.7986  0.00
C 4.0271 -1.1891 0.8314  0.02
Cl 4.3794 -2.1706 -0.5466  0.00
C 2.7342 -0.5985 0.9282  0.01
O 1.8293 -0.8510 0.0500  0.06
C 2.5238 0.2458 2.0453  -0.01
C 1.3169 1.0247 2.1950  -0.01
O 0.4015 1.1385 1.3799  0.03
C 3.5045 0.4145 3.0402  -0.01
H 5.9448 -1.4765 1.6944  0.00
H 1.2325 1.5867 3.1402  0.00
H 3.2952 1.0453 3.8958  0.00
O -1.6177 -0.0652 -0.4288  0.03
S -2.4809 0.5287 0.6902  0.00
C -4.1158 0.0556 0.2010  0.01
C -4.3880 -0.2473 -1.1240  0.00
C -5.6852 -0.5933 -1.4683  0.00
C -6.6812 -0.6354 -0.4989  0.00
C -6.3860 -0.3403 0.8243  0.00
C -5.0908 0.0038 1.1835  0.00
C -2.5659 2.2786 0.4252  0.01
C -2.7702 3.0775 1.5402  0.00
C -2.8866 4.4482 1.3639  0.00
C -2.7810 4.9916 0.0900  0.00
C -2.5491 4.1751 -1.0105  0.00
C -2.4420 2.8031 -0.8507  0.00
H -3.5941 -0.2253 -1.8582  0.00
H -5.9196 -0.8322 -2.4973  0.00
H -7.6910 -0.9089 -0.7756  0.00
H -7.1590 -0.3880 1.5795  0.00
H -4.8454 0.2293 2.2145  0.00
H -2.8215 2.6393 2.5299  0.00
H -3.0413 5.0905 2.2205  0.00
H -2.8672 6.0619 -0.0451  0.00
H -2.4365 4.6071 -1.9959  0.00
H -2.2357 2.1570 -1.6930  0.00
Te 1.1653 2.0625 -2.1008  1.07

Spin multiplicity ... 6
HOMO (spin up / spin down) ... -7.244 / -7.126 eV
Expectation value of S² ... 8.770
Strongest force on any atom ... 0.0154 Eh/bohr
Net charge ... 0

[8]
Entry from the Open Molecules 2025 dataset: a structure of composition C19H13FN3O4Ru (ωB97M-V/def2-TZVPD).

Each line ends with the Löwdin charge.
Atoms and positions in Å:
Ru 0.6686 0.2627 0.7505  1.58
O -0.5851 0.3945 2.4579  -0.08
C -1.6819 -0.1429 2.6759  -0.11
C -2.5133 -0.8246 1.7469  -0.11
C -3.7374 -1.3534 2.1792  0.08
C -4.5482 -1.9865 1.2859  -0.12
C -4.1870 -2.1165 -0.0580  0.05
C -2.9964 -1.5969 -0.5012  0.04
C -2.1218 -0.9592 0.3929  -0.28
O -0.9609 -0.5307 -0.0476  -0.22
N -5.8335 -2.5425 1.7433  -0.35
O -6.1082 -2.4038 2.9145  0.10
O -6.5187 -3.0959 0.9138  0.11
H -2.0723 -0.0577 3.6963  0.15
H -4.0421 -1.2679 3.2149  0.14
H -4.8539 -2.6345 -0.7331  0.14
H -2.6942 -1.6823 -1.5358  0.13
C 1.3140 -0.7290 -4.8984  -0.05
C 2.4398 0.0136 -4.5551  -0.05
C 2.5915 0.4927 -3.2723  -0.01
C 1.6082 0.2296 -2.3081  -0.22
C 0.4838 -0.5072 -2.6544  -0.02
C 0.3413 -0.9848 -3.9469  -0.05
N 1.7657 0.7269 -0.9757  -0.04
N 2.8127 1.3689 -0.7562  0.11
C 2.9428 1.8590 0.5370  -0.27
C 4.0742 2.5757 0.8844  0.02
C 4.1952 3.0469 2.1868  -0.02
C 3.2048 2.7902 3.1300  -0.03
C 2.0763 2.0583 2.7872  -0.05
C 1.9370 1.5791 1.4918  -0.21
H 1.1949 -1.0975 -5.9085  0.12
H 3.1978 0.2273 -5.2961  0.12
H 3.4600 1.0671 -2.9913  0.11
H -0.2745 -0.7162 -1.9176  0.07
H -0.5372 -1.5562 -4.2136  0.11
H 4.8358 2.7506 0.1361  0.13
H 5.0667 3.6227 2.4677  0.12
H 3.3130 3.1663 4.1382  0.12
H 1.3098 1.8540 3.5239  0.11
F 1.4330 -1.3000 1.3146  -0.36

HOMO (spin up / spin down) ... -12.276 / -12.293 eV
Strongest force on any atom ... 0.0329 Eh/bohr
Net charge ... +1